1.
{
  "formula": "CH5N3O",
  "method": "wB97M-V/def2-TZVPD",
  "species": ["N", "N", "N", "C", "O", "H", "H", "H", "H", "H"],
  "xyz": [[-0.698554, 0.639185, -0.047072], [0.525336, 0.487723, 0.597404], [-1.579257, -0.364034, 0.341744], [1.500384, 0.110650, -0.329683], [2.686738, 0.257242, -0.124881], [-0.223335, 0.525264, -1.108444], [0.572812, 0.309885, 1.592312], [-1.399539, -1.290908, -0.040157], [-2.538458, -0.065789, 0.222489], [1.153875, -0.609218, -1.103711]],
  "forces_ev_per_angstrom": [[0.80, 0.27, -3.02], [1.06, -0.38, -1.45], [-0.28, -0.54, 0.17], [1.67, -1.23, 3.05], [-0.45, 0.18, -0.56], [-2.73, 0.45, 2.58], [0.05, 0.32, -0.22], [-0.05, 0.18, -0.05], [0.20, -0.06, -0.15], [-0.28, 0.80, -0.36]],
  "lowdin_charge": [-0.188, -0.031, -0.019, -0.375, 0.028, 0.157, 0.144, 0.077, 0.074, 0.133],
  "homo_energy_ev": -9.0,
  "lumo_ev": 0.8,
  "gap_ev": 9.816,
  "smiles": "NNNC=O",
  "energy_ha": -280.50425,
  "largest_force_ev_per_a": 3.78,
  "charge": 0
}

---

2.
{
  "formula": "CH5N3O2",
  "method": "wB97M-V/def2-TZVPD",
  "species": ["N", "C", "N", "O", "O", "N", "H", "H", "H", "H", "H"],
  "xyz": [[0.437093, 0.749587, 1.340434], [-0.048069, 0.450359, 0.138229], [0.515372, 0.898745, -1.030912], [0.669096, -1.091644, 1.686902], [-1.674761, -0.489409, -1.084698], [-1.117481, -0.344361, 0.163804], [0.705272, -1.972402, 1.274670], [-2.479394, -0.998434, -0.918657], [1.394855, 1.096820, 1.300892], [1.486534, 1.160914, -0.987966], [0.111483, 0.539825, -1.882697]],
  "forces_ev_per_angstrom": [[-0.14, -0.82, -0.36], [-0.48, 0.26, -1.11], [-0.28, 0.02, 0.12], [1.46, -0.95, 3.62], [0.29, 0.07, -0.39], [-1.07, 0.85, 0.10], [-0.20, 0.52, -1.57], [0.24, 0.04, 0.04], [0.00, 0.05, -0.16], [-0.16, -0.04, -0.31], [0.35, 0.02, 0.01]],
  "lowdin_charge": [0.170, -0.570, 0.143, -0.151, -0.041, 0.042, 0.029, 0.106, 0.089, 0.098, 0.085],
  "homo_energy_ev": [-8.4, -8.8],
  "lumo_ev": [-1.0, -0.6],
  "gap_ev": [7.408, 8.145],
  "energy_ha": -355.62680,
  "largest_force_ev_per_a": 4.02,
  "charge": 0
}